The following is a DFT calculation (ωB97M-V/def2-TZVPD) of a single C5H4N2 molecule.

Geometry as XYZ:
```
11
Properties=species:S:1:pos:R:3:lowdin_charge:R:1
H -2.33081 -1.88112 0.55615 0.052
N -1.77630 -1.30879 -0.08447 0.121
C -0.97564 -0.57468 0.56742 -0.200
C -0.03076 0.34990 -0.15434 -0.446
C 1.33206 -0.13893 -0.23303 -0.076
C 2.45226 -0.57345 -0.30915 0.129
C -0.32085 1.76355 -0.31581 -0.058
N -0.56467 1.11709 -1.35934 0.214
H -0.88983 -0.57298 1.66616 0.118
H 3.44348 -0.95861 -0.39904 0.028
H -0.33894 2.77803 0.06545 0.118
```

For the LUMO energy, the calculation gives 0.8 eV. Its orbital gap is 10.514 eV. As for the molar mass: 92.1 g mol⁻¹. The value obtained for the relative energy (zero: lowest compared OMol25 entry of this formula, charge and spin) is 4.213 eV.


The following is a DFT calculation (ωB97M-V/def2-TZVPD) of a single C5H4N2 molecule.

Geometry as XYZ:
```
11
Properties=species:S:1:pos:R:3:lowdin_charge:R:1
C -2.85092 0.22627 0.73939 0.000
C -1.62859 0.07784 0.57218 -0.103
C -0.27833 -0.06884 0.20295 -0.254
C 0.20173 -0.81415 -0.90476 -0.101
N 1.50095 -0.65377 -1.06044 0.043
N 1.86094 0.16264 -0.05722 -0.023
C 0.83498 0.55846 0.71689 -0.034
H -2.90865 0.26169 -0.38696 0.066
H -0.37728 -1.42205 -1.58917 0.119
H 2.82918 0.41979 0.03577 0.155
H 0.94312 1.21243 1.56940 0.132
```

For the LUMO energy, the calculation gives 0.6 eV. Its orbital gap is 9.933 eV. As for the molar mass: 92.1 g mol⁻¹. The value obtained for the relative energy (zero: lowest compared OMol25 entry of this formula, charge and spin) is 3.548 eV.


The following is a DFT calculation (ωB97M-V/def2-TZVPD) of a molecular structure, C5H4N2.

Geometry as XYZ:
```
11
Properties=species:S:1:pos:R:3:lowdin_charge:R:1
C 2.56853 -0.62445 0.45428 0.133
C 1.51136 -0.44012 -0.08586 -0.123
C 0.22569 -0.31842 -0.71897 -0.213
C -0.83154 -1.11251 -0.34028 -0.033
C -1.82981 -0.46424 0.26870 -0.176
N -1.64311 0.94830 0.45095 0.020
N -0.54686 1.32713 0.04191 0.047
H 3.49275 -0.86208 0.92492 0.031
H 0.20196 0.06909 -1.73652 0.131
H -2.74975 -0.85579 0.65341 0.069
H -0.39921 2.33309 0.08745 0.114
```

For the LUMO energy, the calculation gives 0.0 eV. Its orbital gap is 9.047 eV. As for the molar mass: 92.1 g mol⁻¹. The value obtained for the relative energy (zero: lowest compared OMol25 entry of this formula, charge and spin) is 5.816 eV.


The following is a DFT calculation (ωB97M-V/def2-TZVPD) of a single C5H4N2 molecule.

Geometry as XYZ:
```
11
Properties=species:S:1:pos:R:3:lowdin_charge:R:1
N 0.87218 0.89263 2.62597 0.122
C 0.47245 0.75688 1.46648 -0.135
C 0.00771 0.32404 0.21895 -0.311
C 0.88478 0.09031 -0.91221 -0.038
C 0.22201 -0.70570 -1.74655 -0.081
N -1.11760 -0.71938 -1.17983 0.027
C -1.02319 -0.29785 0.05047 -0.197
H 1.91081 0.44563 -0.86123 0.119
H 0.25342 -0.85692 -2.94212 0.159
H -2.02066 -1.38111 -1.39111 0.229
H -1.80815 -0.42639 0.60868 0.105
```

For the LUMO energy, the calculation gives 0.5 eV. Its orbital gap is 9.953 eV. As for the molar mass: 92.1 g mol⁻¹. The value obtained for the relative energy (zero: lowest compared OMol25 entry of this formula, charge and spin) is 2.772 eV.


no.,E_tot (hartree)
1,-302.27349
2,-302.29793
3,-302.21459
4,-302.32644